[1]
This record from OMol25 describes C3H8O as an isolated structure at a distorted geometry. The level of theory is ωB97M-V with the def2-TZVPD basis set.

Last column: Löwdin charge in e.
Cartesian coordinates (Å):
C 0.615 0.624 -0.065  -0.10
O 1.915 -0.520 -0.560  -0.20
C -0.555 -0.343 0.065  -0.30
C -1.883 0.151 0.535  -0.13
H 0.657 1.612 -0.581  0.14
H 1.062 0.659 0.907  0.10
H 1.606 0.482 -0.814  -0.01
H -0.243 -1.203 0.664  0.12
H -0.743 -0.760 -0.939  0.11
H -2.275 1.131 -0.009  0.12
H -1.735 0.206 1.610  0.06
H -2.714 -0.561 0.435  0.07

Its max |F| is 4.40 eV Å⁻¹. The energy above the lowest of the compared OMol25 structures with the same formula, charge and spin comes out at 98.4 kcal/mol. As for the gap between HOMO and LUMO: 0.39702 hartree.

---

[2]
This record from OMol25 describes C26H29NOP2RuTe as an isolated structure at a distorted geometry. The level of theory is ωB97M-V with the def2-TZVPD basis set.

Last column: Löwdin charge in e.
Cartesian coordinates (Å):
C -2.139 2.778 -3.328  -0.01
C -1.724 1.567 -2.783  -0.21
C -0.355 1.181 -2.966  -0.19
C 0.650 2.197 -3.175  -0.14
C 0.171 3.510 -3.435  0.00
C -1.182 3.748 -3.668  -0.04
C 1.989 1.780 -3.142  0.08
C 2.316 0.436 -2.904  -0.15
C 1.223 -0.492 -2.710  -0.20
C 1.485 -1.838 -2.272  -0.22
C 2.749 -2.368 -2.520  -0.01
C 3.813 -1.511 -2.842  -0.05
C 3.623 -0.132 -2.867  -0.01
H -3.200 2.991 -3.434  0.13
H 0.899 4.315 -3.445  0.12
H -1.518 4.712 -4.045  0.12
H 2.795 2.518 -3.258  0.14
H 2.905 -3.440 -2.429  0.13
H 4.808 -1.944 -2.996  0.12
H 4.468 0.554 -2.859  0.12
N -0.030 -0.121 -3.009  0.18
Ru -0.695 -0.288 1.233  0.38
C -2.633 0.623 -2.017  -0.24
H -2.534 -0.389 -2.436  0.09
H -3.668 0.981 -2.130  0.10
C 0.376 -2.631 -1.616  -0.23
H -0.535 -2.548 -2.224  0.09
H 0.707 -3.680 -1.554  0.10
P -2.354 0.463 -0.151  0.78
P -0.176 -2.206 0.155  0.71
C 1.032 -3.104 1.201  -0.28
H 0.678 -3.074 2.242  0.05
H 1.118 -4.147 0.858  0.07
H 2.005 -2.594 1.137  0.01
C -1.716 -3.188 0.344  -0.23
H -1.457 -4.254 0.426  0.07
H -2.222 -2.855 1.263  0.04
H -2.367 -3.015 -0.526  0.05
C -2.721 2.166 0.383  -0.24
H -3.686 2.483 -0.033  0.07
H -2.749 2.198 1.480  0.05
H -1.923 2.824 0.017  0.06
C -3.833 -0.461 0.431  -0.23
H -3.765 -0.611 1.518  0.04
H -4.731 0.127 0.193  0.07
H -3.884 -1.439 -0.064  0.04
C -1.394 -0.353 2.929  -0.30
O -1.775 -0.302 4.032  0.14
H 0.009 1.117 1.407  -0.12
Te 1.830 0.310 1.239  1.32
C 1.987 0.512 3.354  -0.56
C 1.639 1.770 3.876  -0.15
C 1.395 1.889 5.250  -0.05
C 1.561 0.785 6.093  -0.04
C 1.975 -0.451 5.569  -0.04
C 2.216 -0.587 4.190  -0.13
H 1.502 2.604 3.198  0.10
H 1.058 2.848 5.658  0.13
H 1.359 0.883 7.165  0.13
H 2.093 -1.308 6.235  0.12
H 2.533 -1.535 3.760  0.10

Its spin multiplicity is 5. Its expectation value of S² is 6.019. Its total charge is +2. Its max |F| is 6.84 eV Å⁻¹. The energy above the lowest of the compared OMol25 structures with the same formula, charge and spin comes out at 11.8 kcal/mol. As for the gap between HOMO and LUMO (spin up / spin down): 0.25454 / 0.13521 hartree.

---

[3]
This record from OMol25 describes the molecule C4H6O2. The level of theory is ωB97M-V with the def2-TZVPD basis set.

Last column: Löwdin charge in e.
Cartesian coordinates (Å):
O 0.607 1.520 1.008  -0.04
C 0.773 0.720 -0.133  -0.27
C 0.613 -0.744 0.264  -0.08
C -0.764 -1.151 -0.193  -0.57
O -1.387 -2.179 0.036  0.07
C -1.431 -0.341 -1.164  0.26
H 0.713 2.443 0.750  0.10
H 1.724 0.912 -0.645  0.13
H 0.718 -0.863 1.346  0.14
H 1.355 -1.392 -0.214  0.13
H -0.013 0.954 -0.897  0.09
H -2.253 0.264 -0.757  0.06

Its max |F| is 0.39 eV Å⁻¹. The energy above the lowest of the compared OMol25 structures with the same formula, charge and spin comes out at 107.8 kcal/mol. As for the gap between HOMO and LUMO: 0.31467 hartree.

---

[4]
This record from OMol25 describes a 2-piece molecular cluster, H3OS2 overall. The level of theory is ωB97M-V with the def2-TZVPD basis set.

Last column: Löwdin charge in e.
Cartesian coordinates (Å):
O 2.304 0.428 1.435  -0.09
H 2.061 1.180 1.979  0.02
S -0.866 -0.335 -0.410  -0.48
S -2.703 -0.907 -1.235  -0.13
H 1.617 0.365 0.765  -0.04
H -2.414 -0.731 -2.534  -0.29

Its total charge is -1. Its max |F| is 0.44 eV Å⁻¹. The energy above the lowest of the compared OMol25 structures with the same formula, charge and spin comes out at 7.3 kcal/mol. As for the gap between HOMO and LUMO: 0.21709 hartree.

---

[5]
This record from OMol25 describes a 5-piece molecular cluster, C22H56BN5O4S overall. The level of theory is ωB97M-V with the def2-TZVPD basis set.

Last column: Löwdin charge in e.
Cartesian coordinates (Å):
C 0.879 1.664 2.169  -0.08
C 0.163 1.601 0.830  -0.44
C 0.686 2.637 -0.168  -0.07
C -1.344 1.782 1.032  -0.20
C -2.151 1.434 -0.238  -0.16
B -3.672 1.400 0.076  -0.24
N -4.463 2.617 0.187  0.13
C -4.050 3.753 0.185  -0.80
S -3.517 5.215 0.188  0.77
H 0.593 0.812 2.787  0.06
H 0.606 2.575 2.710  0.08
H 1.963 1.656 2.037  0.07
H 0.316 0.600 0.409  0.12
H 0.511 2.330 -1.200  0.04
H 0.230 3.616 0.010  0.08
H 1.766 2.764 -0.052  0.07
H -1.675 1.153 1.867  0.12
H -1.536 2.821 1.323  0.11
H -1.916 2.153 -1.029  0.08
H -1.822 0.452 -0.591  0.10
H -4.265 0.383 0.284  0.07
C -1.389 -0.255 -6.390  -0.11
O -0.121 0.332 -6.184  -0.19
C -0.112 1.737 -6.026  -0.21
C -0.376 2.218 -4.596  -0.43
C -1.835 2.111 -4.167  -0.06
N 0.465 1.545 -3.603  0.05
H -2.032 0.396 -6.992  0.09
H -1.903 -0.481 -5.452  0.07
H -1.229 -1.187 -6.931  0.09
H 0.891 2.057 -6.317  0.12
H -0.827 2.197 -6.722  0.12
H -0.103 3.279 -4.580  0.14
H -2.106 1.077 -3.947  0.07
H -1.998 2.691 -3.260  0.06
H -2.508 2.485 -4.940  0.08
H 1.444 1.718 -3.810  0.08
H 0.348 0.541 -3.717  0.08
C -0.113 -2.578 1.750  -0.10
O 0.903 -1.649 2.067  -0.21
C 1.974 -2.135 2.848  -0.20
C 3.082 -2.818 2.040  -0.43
C 2.721 -4.213 1.546  -0.06
N 3.528 -2.010 0.902  0.05
H -0.276 -3.281 2.573  0.09
H 0.109 -3.147 0.843  0.08
H -1.029 -2.010 1.586  0.08
H 2.399 -1.254 3.336  0.12
H 1.596 -2.803 3.634  0.12
H 3.936 -2.913 2.720  0.14
H 2.027 -4.166 0.705  0.07
H 3.616 -4.731 1.200  0.07
H 2.262 -4.810 2.336  0.08
H 3.890 -1.120 1.229  0.08
H 2.715 -1.772 0.339  0.08
C 8.056 -5.045 -2.721  -0.11
O 7.124 -4.921 -1.669  -0.19
C 7.377 -3.880 -0.744  -0.21
C 6.845 -2.504 -1.160  -0.44
C 7.677 -1.824 -2.241  -0.07
N 5.444 -2.531 -1.569  0.04
H 9.071 -4.812 -2.379  0.09
H 7.820 -4.396 -3.569  0.07
H 8.029 -6.081 -3.058  0.09
H 6.867 -4.180 0.175  0.12
H 8.454 -3.828 -0.531  0.12
H 6.898 -1.885 -0.257  0.13
H 7.491 -2.272 -3.219  0.06
H 7.405 -0.771 -2.310  0.07
H 8.746 -1.893 -2.030  0.08
H 4.863 -2.824 -0.788  0.03
H 5.337 -3.223 -2.305  0.07
C -6.829 1.663 6.312  -0.11
O -6.158 1.280 5.130  -0.19
C -6.970 1.141 3.980  -0.21
C -7.226 2.443 3.214  -0.43
C -8.233 3.369 3.887  -0.07
N -6.001 3.190 2.931  0.05
H -7.826 1.213 6.362  0.09
H -6.933 2.748 6.402  0.07
H -6.238 1.300 7.152  0.09
H -6.426 0.458 3.322  0.12
H -7.921 0.662 4.251  0.12
H -7.644 2.140 2.247  0.14
H -7.789 3.874 4.746  0.06
H -8.553 4.140 3.187  0.08
H -9.114 2.823 4.228  0.08
H -5.378 2.612 2.375  0.04
H -5.518 3.345 3.812  0.08

Its max |F| is 0.65 eV Å⁻¹. As for the gap between HOMO and LUMO: 0.32558 hartree. The SMILES is CC(C)CCBN=C=S.COC[C@@H](C)N.COC[C@@H](C)N.COC[C@@H](C)N.COC[C@@H](C)N.

---

[6]
This record from OMol25 describes an isolated ion of composition C2H2BO3 and charge -1 at a distorted geometry. The level of theory is ωB97M-V with the def2-TZVPD basis set.

Last column: Löwdin charge in e.
Cartesian coordinates (Å):
B 1.028 -0.003 -0.149  -0.35
C -0.365 0.766 -0.094  -0.08
C -1.064 -0.531 0.020  -0.50
O 0.086 -1.197 0.469  -0.02
O -0.805 2.085 0.350  -0.17
O -2.131 -1.069 -0.022  0.08
H 1.443 -0.339 -1.141  0.02
H 1.808 0.288 0.568  0.01

Its total charge is -1. Its max |F| is 9.21 eV Å⁻¹. The energy above the lowest of the compared OMol25 structures with the same formula, charge and spin comes out at 38.6 kcal/mol. As for the gap between HOMO and LUMO (spin up / spin down): 0.32708 / 0.32706 hartree.

---

[7]
This record from OMol25 describes C2H7Cl3N3OP as an isolated structure at a distorted geometry. The level of theory is ωB97M-V with the def2-TZVPD basis set.

Last column: Löwdin charge in e.
Cartesian coordinates (Å):
C -0.824 0.689 1.239  -0.49
C -1.540 -0.537 0.750  -0.51
N 2.160 -0.636 -1.567  -0.07
N 2.838 0.633 0.583  -0.47
N 0.112 1.223 0.400  -0.52
O 2.651 -2.018 0.762  -0.35
P 2.173 -0.823 0.114  0.38
Cl -0.329 -1.791 0.298  0.62
Cl 4.678 0.382 0.122  0.41
Cl -0.456 1.803 -1.097  0.58
H -0.245 0.516 2.147  0.12
H -1.610 1.364 1.392  0.10
H -2.054 -0.311 -0.183  0.05
H -2.237 -1.006 1.392  0.06
H 1.832 -1.360 -2.222  0.08
H 1.888 0.274 -1.749  -0.03
H 2.640 0.784 1.584  0.05

Its max |F| is 3.42 eV Å⁻¹. As for the gap between HOMO and LUMO (spin up / spin down): 0.29576 / 0.21555 hartree.

---

[8]
This record from OMol25 describes the molecule C12H11N3OS at a distorted geometry. The level of theory is ωB97M-V with the def2-TZVPD basis set.

Last column: Löwdin charge in e.
Cartesian coordinates (Å):
N 3.708 -0.811 -2.393  0.15
C 3.318 -1.459 -1.267  -0.52
O 4.124 -2.193 -0.767  0.05
C 1.937 -1.362 -0.639  -0.07
C 1.542 -1.956 0.659  0.00
C 0.218 -1.646 0.893  -0.06
N -0.188 -0.896 -0.190  -0.09
C 0.824 -0.694 -1.069  -0.27
C 0.509 0.115 -2.307  -0.36
S -1.189 0.724 -1.949  0.95
C -1.458 -0.264 -0.421  -0.48
C -1.951 0.650 0.666  -0.24
C -1.063 1.553 1.262  -0.02
C -1.562 2.421 2.222  -0.07
C -2.859 2.303 2.657  -0.14
N -3.698 1.394 2.128  0.06
C -3.266 0.567 1.162  -0.09
H 4.695 -0.937 -2.679  0.13
H 3.165 -0.009 -2.703  0.08
H 2.178 -2.503 1.338  0.10
H -0.353 -1.976 1.776  0.13
H 0.544 -0.553 -3.166  0.09
H 1.230 0.929 -2.371  0.07
H -2.258 -1.014 -0.591  0.12
H -0.014 1.608 0.970  0.13
H -0.912 3.154 2.679  0.10
H -3.264 3.031 3.359  0.11
H -3.959 -0.177 0.742  0.12

Its max |F| is 2.07 eV Å⁻¹. The energy above the lowest of the compared OMol25 structures with the same formula, charge and spin comes out at 7.5 kcal/mol. As for the gap between HOMO and LUMO: 0.34260 hartree. The SMILES is NC(=O)c1ccn2c1CS[C@@H]2c1cccnc1.

---

Going through the records in order, we get total energy values of -5283.881 -59405.407 -8335.788 -23767.944 -50872.877 -8924.752 -55557.675 -29975.472 eV.